Computed, not measured: 8 unconnected molecules or ions with the total composition C11H39N15O8 at a distorted geometry, with ωB97M-V with the def2-TZVPD basis set.

Properties
calculated total energy = -50777.149 eV
frontier orbital gap = 9.47 eV
ΔE to the lowest compared entry with this formula, charge and spin = 41.1 kcal/mol
strongest force on any atom = 7.5 eV/A
SMILES string = COC[C@H](C)N.NC(N)=O.NC(N)=O.NC(N)=O.NC(N)=O.NC(N)=O.NC(N)=O.NC(N)=O

Last column: Mulliken charge in e.
Geometry (Å):
C  -2.683355  0.051080  1.341581  -0.46
O  -3.612730  0.020820  0.296278  -0.26
C  -4.815510  0.693712  0.532650  -0.83
C  -5.571002  0.747365  -0.769637  0.50
C  -6.947928  1.263298  -0.470093  -1.56
N  -5.733011  -0.566148  -1.423317  -0.64
H  -1.857975  -0.624432  1.114896  -0.18
H  -3.119319  -0.437982  2.230174  0.35
H  -2.355039  1.083655  1.500003  0.32
H  -5.421311  0.119257  1.247420  0.32
H  -4.571690  1.687947  0.914117  0.37
H  -5.045452  1.393666  -1.477314  0.27
H  -6.895179  2.242069  0.043306  0.36
H  -7.495819  0.605189  0.218492  0.38
H  -7.528540  1.487924  -1.356232  0.37
H  -6.354489  -1.163142  -0.895263  0.31
H  -4.846479  -1.071541  -1.381804  0.18
N  0.098305  3.017793  1.484712  -0.21
C  0.430293  4.238009  1.122754  0.39
N  1.374384  4.305478  0.125323  -0.31
O  -0.025548  5.241563  1.622382  -0.70
H  0.549301  2.253696  1.031089  0.11
H  -0.338381  2.891440  2.371425  0.21
H  1.309169  5.271392  -0.095483  0.21
H  1.672112  3.612363  -0.550093  0.36
N  4.642912  1.278613  -1.771558  -0.20
C  4.684895  2.046096  -2.864742  0.33
N  3.632497  2.791890  -3.254645  -0.31
O  5.677427  2.045671  -3.500718  -0.68
H  5.547863  1.051637  -1.418299  0.24
H  4.013267  1.307012  -0.992813  0.20
H  2.696638  2.614069  -2.963048  0.25
H  3.679935  3.157516  -4.170087  0.21
N  3.898826  1.874084  2.219358  -0.40
C  3.575786  0.671835  1.955061  0.50
N  3.208561  -0.162119  2.927774  -0.40
O  3.520383  0.335727  0.775281  -0.61
H  3.743444  2.545549  1.493359  0.24
H  3.794440  2.201500  3.155484  0.22
H  3.424448  -0.104932  3.898802  0.23
H  3.057397  -1.109710  2.575664  0.19
N  3.552124  -2.314530  -0.237021  -0.17
C  3.480747  -3.288129  0.575361  0.63
N  3.742872  -4.570160  0.304211  -0.53
O  3.015110  -2.984343  1.611590  -0.71
H  4.023120  -2.260430  -1.102590  0.19
H  3.528688  -1.389512  0.204715  0.09
H  3.733230  -5.128012  1.134849  0.26
H  4.512950  -4.846487  -0.258448  0.24
N  -0.094282  -2.773372  1.636858  -0.10
C  -0.823977  -2.745917  2.698372  0.58
N  -0.194076  -2.440997  3.805990  -0.43
O  -2.011142  -2.853635  2.621238  -0.68
H  0.853544  -3.108642  1.748934  0.08
H  -0.511069  -3.120787  0.796910  0.29
H  0.773497  -2.683212  3.837283  0.22
H  -0.649400  -2.758309  4.639069  0.26
N  -1.161306  -2.795769  -3.199507  -0.46
C  -1.489220  -2.267060  -2.037561  0.64
N  -2.226906  -1.142491  -2.095471  -0.48
O  -1.101643  -2.818100  -1.023980  -0.72
H  -0.478666  -3.503494  -3.076263  0.28
H  -1.425779  -2.276604  -3.991557  0.17
H  -2.714487  -0.911076  -1.225332  0.10
H  -2.930400  -1.194835  -2.830166  0.38
N  -0.053289  0.941201  -2.448564  -0.27
C  0.730231  0.968284  -1.409231  0.38
N  0.650543  0.102254  -0.408640  0.32
O  1.573105  1.831031  -1.360162  -0.79
H  -0.053083  1.760547  -3.017024  0.27
H  -0.896876  0.406278  -2.442506  0.21
H  1.546875  -0.016730  0.056277  -0.12
H  0.085438  -0.725901  -0.349894  0.01

Cartesian forces (eV/Å) of the 3 atoms listed first:
C -0.16 -0.62 0.86
O 0.49 -0.59 -1.05
C 0.36 -0.40 0.03

---

Computed, not measured: a molecular structure, C32H29Cl5N5O4S2Tc at a distorted geometry, with ωB97M-V with the def2-TZVPD basis set.

Properties
calculated total energy = -135778.326 eV
frontier orbital gap = 7.64 eV
ΔE to the lowest compared entry with this formula, charge and spin = 9.0 kcal/mol
strongest force on any atom = 2.4 eV/A

Last column: Mulliken charge in e.
Geometry (Å):
Tc  -0.764327  -0.653535  -0.125858  -0.22
Cl  -1.761786  -2.809456  0.201889  -0.13
C  -1.147464  -3.964500  -0.948979  0.81
C  -0.016290  -3.727974  -1.722649  -0.38
C  0.399120  -4.714978  -2.623599  0.02
Cl  1.746093  -4.439217  -3.648251  -0.17
C  -0.279246  -5.927347  -2.711783  -0.01
Cl  0.252854  -7.144327  -3.798659  -0.18
C  -1.398440  -6.155943  -1.913998  0.36
Cl  -2.238136  -7.648596  -2.014855  -0.18
C  -1.842047  -5.168267  -1.042249  -0.03
Cl  -3.250612  -5.436037  -0.088979  -0.19
C  3.674245  1.575484  -3.017598  -1.51
C  3.250090  0.699802  -1.835567  -0.39
C  2.867460  1.509144  -0.614967  0.89
C  3.905488  2.116671  0.086043  -0.81
C  3.670070  2.870020  1.222687  -1.25
C  2.369059  3.026691  1.666583  -0.73
C  1.302979  2.429247  1.006314  0.95
C  -0.086023  2.681904  1.536032  0.93
C  -0.578157  4.092246  1.203638  -1.54
C  1.554779  1.660720  -0.135272  -0.69
N  0.478345  0.979747  -0.794683  1.29
C  0.314875  1.214193  -2.068440  -0.59
C  -0.591454  0.455821  -2.828308  -0.28
C  -0.921222  0.431428  -4.192894  -1.14
C  -1.818205  -0.616239  -4.350769  -1.02
C  -1.998173  -1.190603  -3.077527  -0.91
N  -1.262475  -0.551381  -2.169356  0.72
H  3.949793  0.955414  -3.871144  0.44
H  4.534824  2.192567  -2.755086  0.39
H  2.876127  2.250465  -3.332519  0.32
H  4.080899  0.051934  -1.556766  0.59
H  2.442566  0.038636  -2.142937  -0.04
H  4.920217  1.977448  -0.268863  0.50
H  4.492659  3.329105  1.756036  0.41
H  2.165764  3.618090  2.553073  0.49
H  -0.073221  2.553148  2.623174  0.52
H  -0.778560  1.949031  1.136507  -1.30
H  0.094346  4.849390  1.609221  0.42
H  -1.575437  4.260054  1.613723  0.39
H  -0.631187  4.237437  0.122868  0.33
H  0.882485  2.011109  -2.543817  0.52
H  -0.543301  1.096637  -4.952960  0.54
H  -2.290032  -0.941555  -5.263203  0.47
H  -2.640351  -2.015241  -2.803281  0.62
O  3.168344  -1.950033  0.127987  -0.69
S  2.280582  -3.095473  -0.028723  1.14
O  1.369506  -3.302711  1.075914  -0.59
O  2.851135  -4.279954  -0.603443  -0.61
S  0.973662  -2.254555  -1.578675  -0.16
C  1.848858  -0.513021  5.049838  -1.10
N  0.825506  -0.621792  4.038716  0.23
C  -0.554551  -0.922409  4.325931  -0.55
C  -1.150984  -0.979843  2.929412  -0.32
O  -2.313794  -1.214352  2.695563  -0.57
N  -0.151249  -0.719633  2.009896  1.26
C  0.991732  -0.565515  2.704378  -0.82
N  2.175117  -0.316402  2.161617  0.54
H  1.414221  -0.060288  5.939891  0.35
H  2.654381  0.138461  4.714630  0.37
H  2.263631  -1.487104  5.320957  0.28
H  -1.039534  -0.139723  4.913716  0.34
H  -0.675061  -1.878614  4.838826  0.36
H  2.369045  -0.625863  1.207697  -0.41
H  2.982683  -0.366410  2.758805  0.25
C  -2.119899  0.370266  0.188108  0.94
C  -3.177088  1.335718  0.207701  0.68
C  -4.251589  1.218917  1.092766  -0.49
C  -5.260900  2.164652  1.071452  -0.69
C  -5.206536  3.226158  0.175775  -0.41
C  -4.137055  3.346730  -0.702978  -0.87
C  -3.122316  2.405872  -0.691456  -0.01
H  -4.271315  0.389928  1.788736  0.56
H  -6.094900  2.075113  1.754938  0.41
H  -6.000184  3.961755  0.163173  0.41
H  -4.096219  4.172949  -1.400528  0.42
H  -2.284216  2.478793  -1.372597  0.51

Cartesian forces (eV/Å) of the 3 atoms listed first:
Tc -1.04 2.10 -0.24
Cl -0.17 -0.52 0.24
C -0.02 -0.09 -0.10

---

Computed, not measured: a molecular structure, C6H7N at a distorted geometry, with ωB97M-V with the def2-TZVPD basis set.

Properties
calculated total energy = -7820.329 eV
frontier orbital gap = 9.81 eV
ΔE to the lowest compared entry with this formula, charge and spin = 122.6 kcal/mol
strongest force on any atom = 1.4 eV/A

Last column: Mulliken charge in e.
Geometry (Å):
C  1.984620  0.045457  -0.170398  -1.18
C  0.507683  0.139046  -0.014336  0.64
C  -0.667258  0.012930  -1.030251  -0.45
C  -1.593469  0.552108  0.049096  -0.63
C  -1.245676  -0.910343  -0.028352  -0.20
N  -0.131878  -0.781239  0.964669  -0.67
C  -0.407192  0.689062  1.011459  -0.10
H  2.397336  0.847169  -0.785143  0.32
H  2.238454  -0.919985  -0.627221  0.25
H  2.448602  0.071471  0.821020  0.32
H  -0.731170  0.044731  -2.111074  0.44
H  -2.650378  0.601379  0.206531  0.42
H  -1.952614  -1.721502  -0.148991  0.44
H  -0.197061  1.329714  1.862987  0.41

Cartesian forces (eV/Å) of the 3 atoms listed first:
C 0.05 0.14 -0.04
C 0.46 0.12 -0.12
C 0.11 -0.14 -0.32

---

Q: The highest calculated total energy belongs to which entry?
A: C6H7N